ORCA calculation (ωB97M-V with the def2-TZVPD basis set) on a molecular structure, C25H17BrN2S5Tc.

Last column: Mulliken charge in e.
CARTESIAN COORDINATES (ANGSTROEM)
Tc  -0.785  0.437  0.687  -0.046
Br  2.802  0.643  1.678  -0.136
C  2.784  1.563  0.029  0.303
C  4.006  1.645  -0.574  -0.563
C  4.206  2.491  -1.682  -0.670
C  3.183  3.294  -2.081  -0.893
C  1.912  3.230  -1.458  1.067
C  0.930  4.174  -1.853  -0.818
C  -0.277  4.192  -1.240  -0.986
C  -0.606  3.176  -0.313  -0.118
C  0.266  2.170  0.052  0.493
C  1.632  2.275  -0.428  0.661
H  4.835  1.083  -0.162  0.427
H  5.180  2.545  -2.154  0.388
H  3.324  4.015  -2.879  0.346
H  1.181  4.890  -2.630  0.351
H  -1.023  4.936  -1.497  0.386
H  -1.613  3.174  0.054  0.433
C  0.982  -2.270  0.487  -1.813
N  0.268  -1.151  -0.197  0.717
C  0.001  -1.351  -1.463  -0.120
C  -0.920  -0.513  -2.094  -0.151
C  -1.505  -0.444  -3.359  -0.904
C  -2.482  0.549  -3.283  -0.753
C  -2.455  1.048  -1.975  -0.459
N  -1.512  0.416  -1.259  0.368
C  0.225  -3.589  0.494  0.782
C  0.891  -4.760  0.148  -0.465
C  0.233  -5.987  0.161  -0.567
C  -1.105  -6.052  0.517  -0.409
C  -1.782  -4.887  0.864  -0.688
C  -1.122  -3.666  0.852  -0.097
H  1.207  -1.965  1.501  0.434
H  1.943  -2.418  -0.005  0.389
H  0.449  -2.198  -1.979  0.427
H  -1.245  -1.051  -4.216  0.467
H  -3.140  0.880  -4.075  0.437
H  -3.054  1.842  -1.543  0.439
H  1.940  -4.713  -0.134  0.349
H  0.767  -6.889  -0.112  0.380
H  -1.622  -7.005  0.524  0.374
H  -2.826  -4.930  1.151  0.390
H  -1.660  -2.772  1.141  0.349
S  -2.287  3.270  7.173  -0.233
C  -2.020  2.543  5.736  0.105
S  -0.799  1.346  5.469  -0.070
C  -1.160  1.010  3.795  0.316
C  -2.175  1.696  3.263  0.194
S  -2.728  1.447  1.634  -0.323
S  -2.983  2.822  4.324  -0.075
S  -0.261  -0.191  2.911  -0.416

Computed properties:
E_HOMO (alpha / beta) in eV: -7.46 / -7.55
Multiplicity: 4
Charge: 0
Kohn-Sham gap (alpha / beta) in eV: 6.30 / 5.79
E in hartree: -5718.12718